Molecular formula: BF4H20O10
Method: DFT, ωB97M-V with the def2-TZVPD basis set

Geometry as XYZ:
```
35
Properties=species:S:1:pos:R:3:nbo_charge:R:1
H -23.5029 7.5063 13.3093 0.475
H -18.8451 9.7254 7.4384 0.460
B -19.7190 8.0411 10.7132 1.322
H -23.0004 5.6052 10.3621 0.465
O -22.9769 6.4402 10.8295 -0.964
H -16.7506 5.9635 8.4067 0.463
H -17.7521 5.8863 11.9970 0.477
O -20.7317 7.3183 15.4810 -0.951
H -19.3273 9.8462 8.8684 0.484
F -18.6559 7.1772 10.4576 -0.567
F -20.7240 7.8818 9.8086 -0.563
O -16.8519 5.9155 12.3210 -0.947
O -22.8100 8.1654 13.3509 -0.960
H -20.3275 7.3392 7.7646 0.482
H -17.4465 8.9566 10.5283 0.481
H -21.1277 10.8256 13.7905 0.468
O -19.0259 10.3679 8.1246 -0.961
O -20.2696 6.9860 6.8768 -0.958
H -16.6172 10.1352 10.0647 0.467
H -16.6499 6.8490 12.3849 0.469
F -20.2049 7.9176 12.0228 -0.577
O -20.2270 10.8559 13.4677 -0.952
H -20.8499 8.0182 14.8389 0.476
O -17.5845 5.5975 8.7013 -0.970
H -17.9961 6.3060 9.1961 0.489
O -20.3724 4.9802 13.3305 -0.950
H -20.6117 5.6454 12.6852 0.478
H -19.9337 4.2987 12.8213 0.471
H -20.1825 10.1577 12.8145 0.483
O -16.6820 9.1825 9.9986 -0.957
H -22.0948 7.7948 12.8338 0.481
H -19.3514 6.7341 6.7781 0.472
H -22.1409 6.8326 10.5778 0.489
H -21.0187 6.5256 15.0276 0.474
F -19.3131 9.3126 10.5272 -0.552
```

Its charge is -1. The energy above the lowest of the compared OMol25 structures with the same formula, charge and spin comes out at 0.651 eV. The value obtained for the HOMO-LUMO gap is 10.779 eV. The HOMO energy is -8.13 eV. The LUMO energy comes out at 2.648 eV.